Model a:
2 unconnected molecules or ions with the total composition C2H6OS2. Source: the OMol25 dataset; level of theory: ωB97M-V with the def2-TZVPD basis set.

Positions of all 11 atoms, in Å:
O: -0.08434 1.64011 -1.98030
C: 0.71128 2.02291 -1.16249
H: 1.57305 2.60472 -1.54137
H: 0.43828 1.90344 -0.09711
C: -0.33030 -2.09496 -0.08920
S: 0.39650 -1.14741 1.32926
S: -0.53702 0.88689 1.70950
H: 0.39666 -2.44962 -0.81064
H: -1.00507 -1.41394 -0.62280
H: -1.03283 -2.87225 0.22608
H: -0.52621 0.92012 3.03908

## Properties
net charge	-1
Kohn-Sham gap (spin up / spin down)	4.69 / 6.76	eV
multiplicity	2

=====

Model b:
2 unconnected molecules or ions with the total composition C2H6OS2. Source: the OMol25 dataset; level of theory: ωB97M-V with the def2-TZVPD basis set.

Positions of all 11 atoms, in Å:
S: 2.07574 1.63212 0.59282
S: 2.21665 2.20500 -1.66712
H: 3.21822 0.93978 0.68927
H: 0.91680 2.08850 -1.97156
C: -1.32967 -1.13997 1.30492
C: -1.01932 -0.53622 0.16689
O: -0.54496 -1.28445 -0.92386
H: -1.47168 -0.49914 2.15650
H: -1.32383 -2.20757 1.37066
H: -1.45425 0.36332 -0.26392
H: -1.28370 -1.56136 -1.45460

## Properties
net charge	-1
Kohn-Sham gap (spin up / spin down)	4.03 / 6.36	eV
multiplicity	2

=====

Most stable one: model a, least stable one: model b.

=====

Model a:
A gas-phase ion, C6H13N (charge -1). Source: the OMol25 dataset; level of theory: ωB97M-V with the def2-TZVPD basis set.

Positions of all 20 atoms, in Å:
C: 0.63243 1.89358 0.79070
C: 0.16066 1.16364 -0.43964
C: 0.61960 -0.30333 -0.50266
C: -0.19567 -1.32089 0.29147
C: -1.63167 -1.46884 -0.09904
C: -2.02879 -2.30035 -1.05206
N: 2.08811 1.80816 0.93477
H: 0.23572 1.41845 1.69049
H: 0.37970 2.95825 0.81807
H: -0.93191 1.18244 -0.57121
H: 0.56216 1.63923 -1.34194
H: 1.60283 -0.28977 -0.01194
H: 0.88350 -0.69557 -1.48880
H: 0.32138 -2.28986 0.22785
H: -0.09014 -1.12465 1.35948
H: -2.31899 -0.82544 0.44239
H: -3.02996 -2.46481 -1.43080
H: -1.25250 -2.90609 -1.52537
H: 2.38192 2.39647 1.72017
H: 2.62211 2.17250 0.15321

## Properties
net charge	-1
Kohn-Sham gap (spin up / spin down)	2.33 / 8.77	eV
multiplicity	2

=====

Model b:
A gas-phase ion, C6H13N (charge -1). Source: the OMol25 dataset; level of theory: ωB97M-V with the def2-TZVPD basis set.

Positions of all 20 atoms, in Å:
C: 1.23307 0.96220 -1.19300
N: 0.34691 -0.15981 -1.46871
C: -0.86459 -0.36973 -0.64072
C: -0.70733 -0.19930 0.87412
C: -1.71093 -1.01897 1.63402
C: -2.40540 -0.64853 2.82589
C: 2.67841 0.58692 -1.51976
H: 0.98430 1.81188 -1.83866
H: 1.17400 1.25302 -0.13963
H: 0.92587 -0.97994 -1.30031
H: -1.36098 -1.30042 -0.91679
H: -1.52351 0.39966 -1.06618
H: -0.92623 0.86675 1.02860
H: 0.33444 -0.39033 1.20283
H: -1.84429 -2.02941 1.23339
H: -3.50209 -0.62332 2.76574
H: -2.04451 0.27551 3.29587
H: 3.28279 1.44226 -1.83856
H: 2.72835 -0.14740 -2.32255
H: 3.20174 0.26896 -0.61561

## Properties
net charge	-1
Kohn-Sham gap (spin up / spin down)	3.08 / 5.66	eV
multiplicity	2

=====

Most stable one: model a, least stable one: model b.

=====

Model a:
A molecular structure, C9H15P. Source: the OMol25 dataset; level of theory: ωB97M-V with the def2-TZVPD basis set.

Positions of all 25 atoms, in Å:
C: -4.25382 0.55082 0.41584
C: 0.34442 -2.23964 -1.27387
C: -3.08069 0.01332 0.84059
C: -1.90979 -0.35525 -0.02825
C: -0.76785 -0.82281 0.49286
C: 0.25788 -1.45826 -0.22670
C: 0.93435 1.52270 -0.57772
C: 3.34364 -0.54048 0.13727
C: 1.55587 1.33778 0.76119
P: 1.90792 -0.40943 1.26196
H: -5.09500 0.76417 1.13322
H: -4.55136 0.95244 -0.63798
H: 1.16829 -2.38875 -1.96254
H: -0.63038 -2.59441 -1.64613
H: -3.03312 -0.16676 1.88513
H: -1.98487 -0.11945 -1.05901
H: -0.65488 -0.87541 1.55632
H: 0.55320 2.58672 -0.76263
H: 1.62088 1.43885 -1.49966
H: 0.10658 0.91871 -0.91797
H: 3.96957 0.16030 0.59653
H: 3.04917 -0.25978 -0.91601
H: 3.68034 -1.54617 0.13679
H: 0.91084 1.84861 1.58925
H: 2.55882 1.68217 0.70154

## Properties
net charge	0
Kohn-Sham gap	7.86	eV
multiplicity	1

=====

Model b:
2 unconnected molecules or ions with the total composition C9H15P. Source: the OMol25 dataset; level of theory: ωB97M-V with the def2-TZVPD basis set.

Positions of all 25 atoms, in Å:
C: 0.79115 0.24696 0.02783
C: 2.04163 -0.12577 0.01076
C: 2.43328 -1.62629 0.64821
C: 1.38093 -2.42502 1.33321
C: 0.09534 -2.24860 0.52335
C: -0.28791 -0.81219 0.25079
H: 0.49392 1.19589 -0.29382
H: 2.90515 0.31770 -0.51278
H: 3.33660 -1.36060 1.22135
H: 2.80050 -2.08472 -0.27472
H: 1.27506 -2.34199 2.43666
H: 1.60414 -3.52111 1.25096
H: 0.38983 -2.82136 -0.37738
H: -0.74642 -2.92531 0.85295
H: -0.66973 -0.81894 -0.81345
H: -1.03091 -0.48521 0.98342
C: -1.32375 3.28521 -0.98933
C: -2.00765 1.89157 -1.22421
C: -2.96022 1.63384 -0.20647
P: -3.63306 1.25606 1.20105
H: -0.46346 3.47295 -1.63264
H: -2.07709 4.00509 -1.04934
H: -0.69654 3.28747 -0.04335
H: -1.14893 1.07822 -1.20078
H: -2.50188 1.92615 -2.12228

## Properties
net charge	0
structure (SMILES)	C1=CCCCC1.CCC#P
Kohn-Sham gap	9.65	eV
multiplicity	1

=====

Most stable one: model b, least stable one: model a.

=====

Model a:
A molecular structure, C11H27ClIMnN2OP2S. Source: the OMol25 dataset; level of theory: ωB97M-V with the def2-TZVPD basis set.

Positions of all 47 atoms, in Å:
C: -3.64385 -3.72443 -1.66656
C: -2.44584 -3.65706 -0.90195
H: -3.97788 -4.78640 -1.68654
H: -3.42328 -3.37516 -2.70483
H: -4.41844 -3.09094 -1.16922
O: -1.46139 -3.54379 -0.28511
I: -3.13847 -0.00345 -2.03819
Mn: -1.11437 0.57898 -0.81854
P: -1.92290 0.18533 1.43501
C: -0.74216 -0.45961 2.67369
C: -2.50656 1.84320 1.92919
H: -3.01880 1.77136 2.89813
H: -3.51963 -0.58236 3.04274
H: -3.20732 2.22371 1.17114
H: -4.20463 -0.69990 1.37762
H: 0.24223 0.00503 2.59769
H: -1.66009 2.53769 1.98606
C: -3.31167 -0.85825 1.99373
H: -1.16116 -0.29940 3.67255
H: -2.98643 -1.90742 1.95471
H: -0.66137 -1.53934 2.49703
P: 0.50917 -0.47559 -2.27611
C: 1.99228 -1.21465 -1.49961
C: 0.26789 -1.86158 -3.43996
H: 0.08230 1.32339 -3.84389
H: 1.61556 0.46599 -4.21316
H: 1.52210 1.65809 -2.85800
C: 0.98796 0.87421 -3.40879
H: -0.63274 -1.72186 -4.04857
H: 1.16235 -1.90256 -4.08635
H: 2.74777 -1.37587 -2.27544
H: 1.68091 -2.19002 -1.10642
H: 0.20763 -2.78842 -2.85204
H: 2.40112 -0.60235 -0.69411
Cl: -1.77715 2.86145 -1.66559
S: 0.44580 2.34202 -0.12404
C: 1.80332 1.97763 0.83656
N: 1.83515 2.02199 2.18534
C: 3.21852 2.03449 2.65774
C: 4.03393 1.77785 1.41482
N: 3.01683 1.62562 0.35408
H: 1.05357 2.42802 2.72322
H: 3.43517 1.29308 3.41735
H: 3.41383 2.99402 3.11414
H: 4.67366 0.90803 1.53096
H: 4.68644 2.59531 1.13482
H: 3.24600 1.68119 -0.65026

## Properties
net charge	+2
Kohn-Sham gap (spin up / spin down)	5.81 / 6.21	eV
multiplicity	5

=====

Model b:
A molecular structure, C11H27ClIMnN2OP2S. Source: the OMol25 dataset; level of theory: ωB97M-V with the def2-TZVPD basis set.

Positions of all 47 atoms, in Å:
C: 0.00554 0.68944 -7.12089
C: 0.01024 1.39042 -5.78399
H: 0.00885 1.44040 -7.92013
H: -0.89481 0.07753 -7.21949
H: 0.90004 0.06916 -7.22036
O: 0.02032 2.57322 -5.55206
I: -0.00166 0.11366 -3.93581
Mn: -0.00356 -0.71044 -0.61638
P: 2.36331 -0.30154 -0.35427
C: 2.85974 0.99551 0.79621
C: 3.32438 -1.77514 0.13505
H: 4.39934 -1.58155 0.01640
H: 4.13992 0.06714 -1.97133
H: 3.02385 -2.62556 -0.48553
H: 2.58316 -0.47314 -2.72138
H: 2.35809 0.85726 1.76682
H: 3.08528 -2.01363 1.17797
C: 3.04563 0.17017 -1.95693
H: 3.95417 0.97491 0.92672
H: 2.74275 1.20313 -2.16129
H: 2.55893 1.96744 0.37536
P: -2.36337 -0.25998 -0.34554
C: -2.84484 1.05319 0.79264
C: -3.04430 0.20756 -1.95073
H: -3.05630 -2.57492 -0.45718
H: -4.41498 -1.50922 0.04510
H: -3.10198 -1.95278 1.20236
C: -3.34240 -1.71680 0.15945
H: -2.59206 -0.44747 -2.71112
H: -4.13985 0.11890 -1.96181
H: -3.93992 1.05043 0.92172
H: -2.52810 2.01785 0.36734
H: -2.72863 1.23491 -2.16426
H: -2.34672 0.91409 1.76446
Cl: -0.02360 -2.76442 -1.66700
S: -0.00455 -1.62168 1.63843
C: 0.03052 -0.61433 3.05486
N: 1.13750 -0.18091 3.70632
C: 0.83342 0.58217 4.90976
C: -0.68656 0.62698 4.91805
N: -1.04216 -0.13278 3.71770
H: 2.06008 -0.52222 3.48009
H: 1.27653 1.58305 4.85884
H: 1.22702 0.07928 5.80272
H: -1.07716 1.65325 4.85638
H: -1.10967 0.15370 5.81659
H: -1.99533 -0.41130 3.49393

## Properties
net charge	+2
Kohn-Sham gap (spin up / spin down)	5.15 / 7.72	eV
multiplicity	5

=====

Most stable one: model b, least stable one: model a.